Entry 1:
Computed, not measured: C9H55B9KNOZr2 as an isolated structure in a non-equilibrium geometry, with ωB97M-V with the def2-TZVPD basis set.

Atoms and positions in Å:
Zr1 -0.370 -0.707 -4.179
Zr2 1.672 -2.901 0.618
K1 4.325 0.223 -2.418
B1 1.080 -1.667 2.495
H1 0.833 -1.240 3.455
H2 2.145 -1.755 2.347
H3 0.670 -2.662 2.416
H4 0.638 -1.110 1.683
B2 0.707 -2.839 -4.699
H5 -0.103 -3.483 -5.003
H6 1.680 -3.303 -4.646
H7 0.824 -1.961 -5.314
H8 0.443 -2.452 -3.727
B3 -1.145 1.408 -3.709
H9 -2.145 1.070 -3.934
H10 -0.645 0.798 -2.973
H11 -0.582 1.189 -4.602
H12 -1.147 2.424 -3.345
B4 0.997 -1.094 -1.458
H13 1.924 -0.596 -1.700
H14 0.685 -0.531 -0.593
H15 0.459 -0.921 -2.377
H16 1.186 -2.137 -1.259
B5 -1.974 -1.863 -2.978
H17 -3.015 -2.100 -2.826
H18 -1.857 -0.790 -2.951
H19 -1.243 -2.442 -2.436
H20 -1.893 -2.022 -4.042
B6 -0.637 -3.341 0.259
H21 0.061 -4.049 0.679
H22 -0.697 -3.488 -0.808
H23 -1.610 -3.454 0.713
H24 -0.309 -2.321 0.383
B7 3.581 -1.763 0.124
H25 3.703 -2.632 0.752
H26 3.322 -2.027 -0.889
H27 2.785 -1.153 0.521
H28 4.426 -1.091 0.129
B8 1.838 0.165 -4.447
H29 1.861 -0.785 -3.937
H30 1.206 0.066 -5.316
H31 1.447 0.903 -3.764
H32 2.824 0.486 -4.743
B9 1.917 -4.590 -1.257
H33 1.467 -4.942 -0.341
H34 2.586 -3.776 -1.028
H35 2.425 -5.287 -1.907
H36 1.102 -4.127 -1.791
C1 -1.272 1.633 5.328
C2 -1.790 2.304 4.014
C3 -1.405 3.815 4.223
C4 -1.290 4.720 2.970
C5 -0.251 4.119 1.935
C6 -0.735 2.678 1.559
N1 -1.030 1.833 2.810
O1 -1.078 0.434 2.585
C7 -1.891 2.752 0.533
C8 0.547 2.120 0.924
C9 -3.291 2.030 4.035
H37 -1.837 2.037 6.168
H38 -0.225 1.819 5.566
H39 -1.499 0.567 5.320
H40 -2.086 4.326 4.903
H41 -0.379 3.788 4.591
H42 -0.806 5.597 3.399
H43 -2.305 4.832 2.586
H44 0.737 4.214 2.386
H45 -0.273 4.914 1.191
H46 -1.512 3.144 -0.411
H47 -2.428 1.804 0.557
H48 -2.601 3.446 0.981
H49 0.696 2.449 -0.104
H50 1.486 2.236 1.464
H51 0.276 1.105 0.632
H52 -3.826 2.474 4.874
H53 -3.458 0.959 4.147
H54 -3.762 2.349 3.105
H55 -0.157 0.166 2.553

Properties
Orbital gap   6.06 eV
LUMO energy   -0.0603 Ha

=====

Entry 2:
Computed, not measured: the molecule C9H5ClOS2 in a non-equilibrium geometry, with ωB97M-V with the def2-TZVPD basis set.

Atoms and positions in Å:
O1 -1.517 1.583 -0.520
C1 -0.672 1.202 -1.326
S1 -0.289 2.166 -2.760
S2 0.937 0.695 -3.522
C2 0.956 -0.353 -2.095
Cl1 1.945 -1.792 -2.030
C3 0.111 0.025 -1.083
C4 0.104 -0.804 0.134
C5 1.250 -0.891 0.926
C6 1.282 -1.709 2.057
C7 0.185 -2.466 2.369
C8 -0.994 -2.399 1.622
C9 -1.002 -1.542 0.498
H1 2.157 -0.350 0.710
H2 2.165 -1.789 2.679
H3 0.249 -3.127 3.230
H4 -1.850 -2.976 1.894
H5 -1.876 -1.448 -0.121

Properties
Orbital gap   8.70 eV
SMILES   O=c1ssc(Cl)c1-c1ccccc1
LUMO energy   -0.0072 Ha

=====

Entry 3:
Computed, not measured: C9H5EuNO4 as an isolated structure in a non-equilibrium geometry, with ωB97M-V with the def2-TZVPD basis set.

Atoms and positions in Å:
O1 -1.252 -1.495 -3.325
C1 -0.467 -1.494 -2.513
Eu1 1.349 -0.902 -1.145
O2 4.021 -2.475 -3.477
C2 3.215 -2.171 -2.776
C3 -0.037 -2.822 0.185
O3 -0.648 -3.599 0.768
C4 2.522 -1.305 0.852
O4 3.220 -1.227 1.736
C5 -1.709 2.475 1.387
C6 -0.832 1.699 2.151
C7 -0.111 0.666 1.546
N1 -0.256 0.426 0.212
C8 -1.105 1.162 -0.553
C9 -1.847 2.200 0.025
H1 -2.276 3.281 1.847
H2 -0.684 1.873 3.211
H3 0.588 0.032 2.094
H4 -1.176 0.908 -1.613
H5 -2.514 2.768 -0.613

Properties
Multiplicity   7
Orbital gap (alpha / beta)   4.32 / 6.77 eV
LUMO energy (alpha / beta)   -0.6012 / -0.5112 Ha
Charge   +3

=====

Entry 4:
Computed, not measured: a 2-piece molecular cluster, C9H5FN2 overall in a non-equilibrium geometry, with ωB97M-V with the def2-TZVPD basis set.

Atoms and positions in Å:
C1 2.483 -0.994 -0.803
C2 2.614 1.202 0.199
C3 -2.528 -0.046 -0.008
C4 -1.858 1.049 -0.529
C5 -1.831 -1.091 0.576
C6 -0.465 1.127 -0.484
C7 -0.446 -1.038 0.636
C8 0.153 0.069 0.103
C9 2.262 -0.167 0.329
N1 2.610 -1.651 -1.732
N2 2.802 2.320 0.038
F1 2.392 -0.738 1.545
H1 -3.605 -0.087 -0.058
H2 -2.411 1.856 -0.986
H3 -2.351 -1.946 0.979
H4 0.063 1.975 -0.889
H5 0.119 -1.840 1.085

Properties
Orbital gap   9.87 eV
LUMO energy   -0.0157 Ha

=====

Entry 5:
Computed, not measured: the molecule C9H5NO2S in a non-equilibrium geometry, with ωB97M-V with the def2-TZVPD basis set.

Atoms and positions in Å:
O1 0.801 -3.393 -0.561
C1 0.349 -2.615 0.229
C2 -0.896 -1.826 0.084
C3 -0.844 -0.474 -0.017
C4 -1.951 0.427 -0.148
C5 -1.744 1.763 -0.261
C6 -0.439 2.333 -0.241
C7 0.644 1.528 -0.089
C8 0.485 0.101 0.002
N1 1.533 -0.643 0.099
C9 2.768 0.162 0.157
O2 3.863 -0.249 0.327
S1 2.340 1.918 -0.023
H1 0.771 -2.507 1.254
H2 -1.827 -2.374 0.086
H3 -2.946 0.011 -0.173
H4 -2.581 2.435 -0.370
H5 -0.328 3.400 -0.356

Properties
Orbital gap (alpha / beta)   6.90 / 6.91 eV
SMILES   O=C/C=c1/cccc2c1=NC(=O)S2
LUMO energy (alpha / beta)   -0.0689 / -0.0688 Ha

=====

Entry 6:
Computed, not measured: a 24-piece molecular cluster, C9H64NO24 overall in a non-equilibrium geometry, with ωB97M-V with the def2-TZVPD basis set.

Atoms and positions in Å:
C1 -1.131 1.472 1.346
C2 -0.254 0.199 1.118
C3 -1.087 -1.083 1.311
C4 -1.848 -1.534 0.074
C5 -0.984 -1.417 -1.173
C6 -0.049 -0.221 -1.381
N1 0.572 0.056 -0.081
O1 1.640 0.972 -0.134
C7 -0.848 0.954 -1.975
C8 1.018 -0.653 -2.426
C9 0.664 0.197 2.367
H1 -0.641 2.414 1.132
H2 -1.507 1.387 2.366
H3 -1.990 1.351 0.676
H4 -1.665 -0.902 2.227
H5 -0.420 -1.851 1.719
H6 -2.651 -0.797 -0.037
H7 -2.246 -2.546 0.121
H8 -1.679 -1.506 -2.021
H9 -0.425 -2.337 -1.392
H10 -1.871 0.925 -1.578
H11 -1.162 0.821 -3.016
H12 -0.303 1.882 -1.828
H13 1.617 0.201 -2.732
H14 0.604 -1.181 -3.282
H15 1.706 -1.329 -1.910
H16 1.251 1.109 2.471
H17 1.336 -0.660 2.281
H18 0.110 0.115 3.306
O2 -0.531 4.730 -0.619
H19 0.053 3.956 -0.601
H20 -0.344 5.214 0.217
O3 0.160 5.996 1.641
H21 0.350 5.177 2.174
H22 0.418 6.718 2.218
O4 1.045 0.759 -5.835
H23 0.792 1.583 -5.375
H24 0.277 0.170 -5.725
O5 -0.078 -4.582 2.558
H25 -0.516 -4.484 1.698
H26 0.460 -5.377 2.474
O6 2.843 3.383 0.956
H27 2.272 2.656 0.639
H28 2.493 3.578 1.830
O7 -4.432 -0.049 2.514
H29 -3.719 -0.380 1.951
H30 -5.172 -0.641 2.340
O8 -1.779 -5.101 0.191
H31 -1.293 -5.929 0.274
H32 -1.516 -4.747 -0.675
O9 -1.372 -0.642 -5.554
H33 -1.837 0.202 -5.494
H34 -1.970 -1.217 -6.043
O10 4.428 0.683 -2.161
H35 4.199 1.253 -1.423
H36 3.585 0.458 -2.559
O11 -3.415 -2.210 4.322
H37 -2.880 -2.367 5.108
H38 -3.165 -1.324 4.026
O12 -1.983 4.632 2.973
H39 -2.697 4.121 2.575
H40 -1.755 5.297 2.306
O13 0.469 -4.630 -1.843
H41 0.673 -5.401 -1.305
H42 0.856 -3.885 -1.360
O14 2.918 -1.672 -6.219
H43 2.631 -2.406 -6.770
H44 2.116 -1.152 -6.063
O15 3.295 -1.517 0.283
H45 2.741 -0.803 -0.090
H46 2.712 -1.965 0.901
O16 -3.635 -4.487 2.394
H47 -2.908 -4.842 1.860
H48 -3.255 -4.321 3.263
O17 1.196 4.246 3.303
H49 1.968 4.089 3.863
H50 0.584 3.527 3.523
O18 1.497 3.185 -4.754
H51 1.831 2.900 -3.876
H52 1.750 4.109 -4.810
O19 2.333 2.713 -2.114
H53 1.872 2.007 -1.591
H54 3.024 3.034 -1.528
O20 3.271 -1.357 4.534
H55 2.330 -1.538 4.392
H56 3.625 -2.182 4.877
O21 -2.899 4.516 -1.719
H57 -3.359 3.836 -1.219
H58 -1.937 4.403 -1.472
O22 -2.356 -4.550 -2.852
H59 -1.560 -4.023 -3.003
H60 -2.797 -4.580 -3.706
O23 3.349 1.437 3.635
H61 3.673 1.157 2.770
H62 2.601 0.859 3.809
O24 0.540 -2.537 4.271
H63 -0.394 -2.399 4.447
H64 0.570 -3.325 3.701

Properties
Orbital gap   5.25 eV
LUMO energy   0.0479 Ha
Charge   -1